67
Properties=species:S:1:pos:R:3 method="wB97M-V/def2-TZVPD" max_force_ev_per_a=1.87 multiplicity=5 e_homo_ev="-11.23 / -11.23" total_charge=+1
O -1.0123 2.4219 3.5193
H 0.7400 3.1013 4.3589
C -0.7480 -1.7184 -3.4592
Cl 4.3809 2.7593 0.5099
H 3.4469 -2.9154 4.7491
C -1.9850 -1.3920 -2.6828
C -1.0808 1.8269 2.3434
C -4.4065 1.7985 -0.1871
N -1.8540 -0.3986 -1.6324
C 0.3912 -0.9233 -3.4137
C 0.4058 -3.3002 -4.8599
C 0.3084 2.9731 -1.3600
N -0.0229 1.2584 1.8859
O -1.4069 -3.3598 -0.6276
H 2.4389 -2.8147 -5.3232
C 3.6866 -0.8559 4.2209
C -3.4444 2.5700 1.8703
Cl 0.5462 5.5997 -1.9910
C 0.7359 1.7543 -0.8402
H 0.4200 -4.2345 -5.3998
C 1.1054 4.1234 -1.3315
C 1.5405 -2.5010 -4.8137
C 2.9706 -2.0391 4.3395
S -0.4197 -2.8437 0.2692
C 2.3658 4.0633 -0.7271
H 4.7167 -0.8135 4.5386
N -2.1978 1.1316 0.4268
O 0.2072 -1.5753 -0.2158
Co -0.3772 0.2304 -0.0960
H -2.8905 -0.2677 -4.3589
O -3.8363 0.0441 -2.5533
Cl -1.2688 3.0781 -2.0331
C 1.5290 -1.3116 -4.0966
C -3.2191 1.1190 -0.4397
O -0.7598 -2.7738 1.6545
Cl 3.3008 5.4796 -0.5448
C 1.0510 1.4791 2.8467
C 1.6478 -2.0955 3.9230
H -1.6092 -3.5434 -4.2013
H 1.7797 2.1594 2.3883
C 0.2995 2.1598 4.0292
H 1.0811 -3.0100 3.9941
H -5.2104 1.7512 -0.9048
H -3.9133 -1.6139 -3.7799
C 1.0774 -3.9367 0.0781
C -2.2981 1.8537 1.5467
C 1.0328 -0.9665 3.4154
F 0.9329 -5.1273 0.6388
C 3.0806 0.2709 3.6984
C -2.9597 0.2549 -1.5834
H -2.2482 -2.3283 -2.1590
F 1.3053 -4.0944 -1.2218
H 2.4116 -0.6898 -4.0635
H -5.4392 3.0365 1.2334
C -3.1979 -0.8494 -3.4815
C 2.0425 1.7103 -0.3440
C 2.8500 2.8423 -0.2460
H 3.6409 1.1888 3.6005
F 2.1313 -3.3327 0.6229
H 0.0048 -1.0208 3.0877
C -0.7335 -2.9115 -4.1869
C 1.7448 0.2220 3.3032
H -3.4755 3.1383 2.7864
C -4.5211 2.5196 0.9945
Cl 2.5907 0.1777 0.2339
H 0.1984 1.4763 4.8792
H 0.3929 -0.0126 -2.8249

***

67
Properties=species:S:1:pos:R:3 method="wB97M-V/def2-TZVPD" max_force_ev_per_a=0.93 multiplicity=5 e_homo_ev="-13.66 / -14.04" total_charge=+2
H -10.1665 1.1097 -3.5335
C -7.1721 1.7361 -0.8943
H -9.0497 0.8113 -1.2123
C 4.4632 1.4779 2.9363
C -1.6089 -0.7123 -2.6975
C -3.6591 -2.0096 -2.6117
O -1.7387 -3.6668 0.9710
H -1.9881 5.5125 1.6531
H 0.4038 4.8712 1.6780
C 0.2977 -1.4852 4.1618
C -5.8901 2.2678 -2.9251
N 0.2393 -0.9674 2.0274
C 0.0140 2.8604 1.0937
H -9.1051 1.0686 -4.9667
Cl 0.6356 -1.4382 5.8059
C -1.0978 -2.6447 0.9426
H -9.2321 -0.3195 -3.8805
C -2.1954 2.2599 0.7504
C -0.6191 -2.3597 3.5524
H -6.8459 1.8482 -4.7696
H 2.5616 -0.0936 5.2346
F -3.0172 -0.7051 -0.7817
N -3.9849 3.9414 1.0304
H 5.4146 1.9829 2.8452
F -4.7524 -2.3794 -1.9481
H -4.2112 4.6932 1.6667
C -6.9149 1.8010 -3.6904
F -0.3849 -0.7344 -4.6960
C -2.7474 -1.1585 -2.0297
H -7.2557 1.7191 0.1810
H 1.0527 2.5602 1.1252
H 1.8365 0.5238 1.0438
F -2.1543 -2.4077 -5.8611
H -2.9082 1.4704 0.5649
C 2.0299 0.1275 3.1641
O -2.1126 -4.2437 3.5331
C -1.4924 -3.3560 4.2758
O -6.2006 3.4735 1.0417
C 3.6422 1.3266 1.8294
C -2.3386 -2.0149 -4.6148
N -4.9868 2.8087 -0.7836
C -8.0934 1.2819 -3.0928
C -5.1394 3.3674 0.5044
H 3.9564 1.7208 0.8722
C 2.8449 0.3003 4.2780
C -9.2022 0.7768 -3.9241
O -1.6114 -3.2862 5.4655
C -3.4590 -2.4360 -3.9154
C -0.5918 -2.0014 2.2131
N -0.8856 1.9257 0.7723
O -0.7205 -2.0001 -0.1338
C -0.3575 4.1510 1.4153
H -4.1776 3.1067 -1.3152
C -1.6846 4.5062 1.3920
C -1.4322 -1.1585 -4.0091
S -0.4320 0.4057 -2.0284
Os -0.3939 -0.0559 0.2158
C -8.1729 1.2449 -1.6754
H -1.9499 -4.1806 2.5697
H -5.0039 2.6820 -3.3926
H 4.6807 1.0762 5.0299
F -4.3711 -3.1966 -4.4996
C 4.0535 0.9686 4.1560
N 0.8295 -0.6727 3.2006
C -2.6443 3.5533 1.0295
C -6.0098 2.2770 -1.5069
C 2.4372 0.6575 1.9379

***

60
Properties=species:S:1:pos:R:3 method="wB97M-V/def2-TZVPD" de_lowest_kj_mol=103.84 max_force_ev_per_a=4.63 multiplicity=4 e_homo_ev="-8.03 / -8.02"
H 10.7459 15.7797 11.2358
H 12.7504 19.0932 6.8370
O 11.9239 12.9543 10.3089
H 15.4497 12.1376 8.9031
Tc 12.2911 14.3430 9.0674
C 14.2075 7.6551 8.4353
C 15.1087 16.5957 6.7566
Cl 15.5462 9.3983 13.1205
C 6.9194 17.8206 9.1934
O 6.5199 17.9582 8.0544
O 11.4434 14.0328 7.4157
N 14.0566 13.6197 8.6550
N 13.1951 16.0537 8.1705
H 15.0719 18.5796 6.0381
O 6.5749 18.1658 10.3383
C 13.5055 11.1170 13.0170
H 16.4540 13.0268 7.2735
H 13.8944 11.9649 6.8430
C 12.8280 12.1330 10.9962
H 16.8479 16.8396 5.4727
C 14.8887 14.4153 7.8655
C 16.2973 16.2060 6.0563
C 13.2325 18.1363 7.0411
H 17.6547 14.5521 5.8631
H 11.6759 17.4487 8.3497
H 17.1286 8.4322 6.9838
C 15.4753 7.4789 7.9282
H 12.5506 8.9396 8.7761
C 14.8650 10.9297 10.9813
H 12.6807 11.3382 7.9626
H 8.1130 16.1412 7.1403
C 14.3724 12.1682 8.9219
C 16.6958 14.9000 6.3071
C 8.7984 16.5913 10.4277
F 16.0776 6.2698 8.1221
H 15.7486 10.4817 10.5717
C 14.4968 17.8681 6.5408
C 14.0191 11.7343 10.3040
C 15.4675 9.7507 7.0759
H 8.3488 17.0460 11.3414
C 12.6339 17.2197 7.8728
H 13.2253 10.8507 14.0349
C 12.5649 11.8546 12.2857
C 14.5698 10.5735 12.2994
C 14.4073 15.7153 7.6105
C 16.0677 8.4905 7.2467
C 13.7631 11.3930 7.7684
O 9.9009 14.5611 5.8963
H 13.7331 6.7810 8.9032
H 11.6419 12.0932 12.7810
C 16.0319 14.0153 7.2173
C 10.2699 14.5943 7.0122
C 9.7111 15.3552 8.2004
C 8.1540 16.7946 9.2420
C 14.2385 9.9417 7.6524
C 13.5783 8.8839 8.3091
C 8.6084 16.1459 8.0662
N 10.4530 15.2906 9.3189
C 10.0146 15.9378 10.4634
H 15.9822 10.4571 6.4960